# 1
Computed, not measured: C31H31AsN5O4Ru as an isolated structure, with ωB97M-V/def2-TZVPD.

Properties
E_LUMO (spin up / spin down): -0.34 / -2.56 eV
2S+1: 6
expectation value of S²: 8.827
HOMO-LUMO gap (spin up / spin down): 5.24 / 4.84 eV
net charge: 0

CARTESIAN COORDINATES (ANGSTROEM)
Ru 0.2942 0.5895 -1.0241
As 2.5766 0.3432 -1.9670
O 2.1300 0.8645 0.6324
O 0.1393 -1.4079 -2.3444
O -0.3831 1.4840 1.1180
O 1.5374 -1.5233 4.0971
N 1.0167 -0.9343 1.5456
N 0.3884 -1.1006 0.3914
N -0.4499 1.3513 -2.8599
N -1.7197 0.4972 -0.7544
N -2.2749 0.3883 0.4622
C 3.8744 1.8902 4.2165
C -2.6366 0.4938 5.4712
C -1.7829 0.9751 -3.0214
C 2.4711 0.3932 2.9263
C -1.9239 0.7862 2.7981
C 3.2825 1.5282 3.0271
C -3.4162 -0.0820 4.4757
C 3.5988 -1.1193 -1.1986
C -2.4694 0.5738 -1.8689
C 2.8768 -0.0257 5.2757
C 1.8475 0.1336 1.6099
C -3.0657 0.0630 3.1448
C 3.6616 1.1053 5.3474
C 0.2179 1.8310 -3.9182
C -2.3788 1.0640 -4.3069
C -3.2291 -3.6187 -1.5716
C 2.2701 -0.4058 4.0759
C -0.5186 -2.0589 0.3756
C -3.9475 0.3423 -1.8278
C -1.2777 -2.4494 -0.7429
C -1.7864 -2.4804 -3.1465
C 3.7498 1.8864 -1.7439
C 2.9693 -0.1189 -3.8300
C -2.4239 -3.2473 -0.5329
C -0.9187 -2.0545 -2.0923
C -0.3238 1.9514 -5.1703
C -1.6624 1.5332 -5.3668
C -1.4895 0.9114 1.3908
C -1.1479 1.3644 3.7999
C -2.8995 -3.2249 -2.8911
C -1.5040 1.2186 5.1298
H 1.1667 -1.6386 3.1879
H 3.5274 -1.1201 -0.1151
H -0.2628 1.9191 3.5164
H -0.8893 1.6638 5.9022
H 4.1141 1.3824 6.2912
H 4.4921 2.7767 4.2708
H -0.7086 -2.5621 1.3224
H -1.5283 -2.1727 -4.1520
H -4.2854 0.4131 -0.7976
H -2.9109 0.3774 6.5121
H -3.6585 -0.3770 2.3540
H 0.2647 2.3464 -5.9850
H 3.5131 2.6422 -2.4928
H 4.0274 -0.3671 -3.8984
H -2.6723 -3.5319 0.4830
H 4.6429 -1.0341 -1.4962
H 3.5789 2.2996 -0.7529
H -3.4062 0.7500 -4.4253
H -3.5412 -3.5235 -3.7112
H 1.2293 2.1679 -3.7351
H 3.4203 2.1245 2.1353
H -4.2996 -0.6493 4.7418
H 2.7452 0.6827 -4.5292
H 3.1861 -2.0494 -1.5885
H 4.7940 1.5970 -1.8489
H -4.1846 -0.6586 -2.2029
H 2.7131 -0.6512 6.1438
H -2.1168 1.5999 -6.3464
H -4.4764 1.0775 -2.4335
H 2.3734 -0.9923 -4.0936
H -4.1203 -4.2033 -1.3874


# 2
Computed, not measured: C31H31Cl8GeMgN3PSSb as an isolated structure, with ωB97M-V/def2-TZVPD.

Properties
E_LUMO (spin up / spin down): -2.24 / -4.50 eV
2S+1: 2
expectation value of S²: 0.756
HOMO-LUMO gap (spin up / spin down): 8.22 / 6.78 eV
net charge: +1

CARTESIAN COORDINATES (ANGSTROEM)
Sb 1.3487 -0.9238 2.8617
Ge -4.2721 -1.0339 0.4010
Cl -5.2892 0.8591 0.7423
Cl -5.5287 -2.5610 1.2448
Cl -4.2581 -1.3584 -1.7460
Cl -1.8431 -5.9856 0.9895
Cl -3.7204 -3.1150 5.1630
Cl -2.8389 -0.4833 3.7302
Cl -0.8319 -3.3206 -0.3434
Cl -3.2729 -5.8635 3.7623
S -2.7852 3.5707 0.1387
P 0.9205 0.1288 -1.0397
Mg -0.7358 -0.4943 0.8825
N -1.7318 1.3543 0.7498
N -1.7244 2.8559 2.5425
N -2.1235 1.2266 -0.5643
C 4.9407 -0.0376 -0.1518
C 1.1125 2.6249 0.1111
C -1.8605 -2.0385 1.7670
C 5.2132 -1.3862 -0.3194
C -2.0277 2.5133 1.2699
C -1.6838 -3.2893 1.1899
C 1.4775 -0.4936 -3.7217
C -0.1854 -1.3161 -5.2516
C 4.2011 -2.2524 -0.7165
C -2.9575 3.7300 -3.0805
C 0.6276 -1.2744 4.8332
C 1.1229 -0.9257 -4.9893
C 1.0067 1.9438 -1.1046
C -3.2498 2.3921 -2.4085
C 2.9228 -1.7684 -0.9393
C 0.9242 2.6715 -2.2863
C -2.1047 -4.4804 1.7655
C 2.6433 -0.4089 -0.7777
C 1.0701 4.7297 -1.0433
C -2.6862 2.2801 -1.0327
C -1.1406 -1.2770 -4.2467
C 0.5202 -0.4487 -2.7073
C -2.9342 -3.1901 3.6419
C 1.1523 4.0095 0.1430
C -0.7880 -0.8452 -2.9757
C -2.7379 -4.4222 3.0111
C 0.9565 4.0603 -2.2526
C 3.0744 0.2355 3.3224
C 2.2524 -2.8166 2.5203
C -2.4977 -2.0374 2.9993
C 3.6596 0.4526 -0.3780
H -2.1576 -1.5904 -4.4454
H 1.1654 2.0678 1.0430
H -3.3805 3.7445 -4.0833
H -3.3996 4.5618 -2.5281
H 2.5008 -0.2009 -3.5164
H 1.4729 -3.5693 2.4051
H 2.7858 1.2519 3.5880
H 4.4102 -3.3051 -0.8563
H -0.4565 -1.6578 -6.2421
H 6.2122 -1.7638 -0.1458
H 3.4656 1.5122 -0.2614
H 3.7312 0.2642 2.4559
H 3.5975 -0.2177 4.1635
H 2.1387 -2.4494 -1.2538
H -2.8418 1.5582 -2.9811
H -1.5800 2.0893 3.1833
H 0.8330 2.1572 -3.2356
H 1.4328 -1.6874 5.4388
H 2.8846 -3.0724 3.3691
H 0.8979 4.6208 -3.1768
H -1.5381 -0.8179 -2.1960
H 1.2429 4.5261 1.0901
H 2.8497 -2.7763 1.6121
H 1.0990 5.8114 -1.0242
H -1.8840 3.9047 -3.1566
H 0.2733 -0.3476 5.2812
H -2.1615 3.6712 2.9372
H 5.7284 0.6426 0.1463
H -4.3291 2.2285 -2.3368
H -0.1987 -1.9834 4.7937
H 1.8677 -0.9636 -5.7733


# 3
Computed, not measured: C31H31GeKN4O4Se as an isolated structure, with ωB97M-V/def2-TZVPD.

Properties
E_LUMO: 3.77 eV
HOMO-LUMO gap: 5.44 eV
net charge: -2

CARTESIAN COORDINATES (ANGSTROEM)
Se 0.0942 4.2631 0.8536
Ge 3.4386 4.3710 0.8671
K -0.6540 0.4410 -0.0089
O -4.0404 -1.9104 -1.9092
O -0.1951 -0.9068 -2.2197
O -2.2644 2.5848 -0.0427
O -2.5239 -1.2510 -0.3989
N -6.6290 3.3384 1.5908
N 0.8138 -2.6009 0.4680
N -3.4099 5.9504 -0.0526
N -3.9168 1.2509 0.7207
C -3.4281 2.4712 0.4014
C 4.8215 -0.1820 -0.2528
C 1.7420 5.2983 1.0391
C 0.2823 4.0511 -1.0590
C 4.0884 -1.2998 0.1233
C -2.0985 -3.9748 -2.5187
C -1.8106 -2.6643 -2.1746
C 2.6561 -3.9663 -0.2380
C -1.2628 -3.6158 1.0471
C 3.9965 4.2944 -1.0171
C 2.0331 -2.7100 0.0175
C -1.1511 -4.8254 -3.0921
C 0.0813 -3.7439 0.6324
C -0.5183 -2.1309 -2.4581
C -4.2776 3.6253 0.6287
C 0.4248 -3.0001 -3.0703
C -2.0417 -4.7299 1.1978
C -5.5636 3.4926 1.1557
C 1.9494 -5.1127 -0.0569
C 4.2383 0.7644 -1.0815
C 2.7756 -1.4663 -0.3178
C 0.1182 -4.3188 -3.3605
C -1.5170 -6.0150 0.9526
C -0.2190 -6.1623 0.5503
C 4.7843 5.4445 1.8491
C 3.3402 2.6100 1.7008
C 2.1727 -0.5157 -1.1469
C -3.7788 4.8974 0.2557
C 2.9322 0.5933 -1.5138
C -2.8860 -1.8568 -1.4549
C 0.6069 -5.0303 0.3798
H 4.8058 1.6355 -1.3902
H -3.0832 -4.6182 1.4722
H 2.9472 2.7067 2.7149
H -4.9188 1.1810 0.8108
H 5.7657 4.9684 1.7856
H -2.1566 -6.8827 1.0622
H 0.1926 -7.1428 0.3354
H -1.4067 -5.8534 -3.3242
H 0.8747 -4.9568 -3.8119
H -1.6681 -2.6169 1.1450
H 1.2130 -0.7274 -1.6361
H 4.3236 2.1408 1.7436
H 1.4032 -2.5895 -3.3018
H 1.7137 5.7231 2.0464
H 5.0279 3.9434 -1.0902
H 0.4585 5.0302 -1.5039
H 1.6781 6.1378 0.3417
H 4.5179 5.5286 2.9038
H 4.8672 6.4546 1.4438
H 3.9401 5.2869 -1.4682
H 3.6687 -3.9815 -0.6198
H -0.6732 3.6544 -1.3965
H 4.5380 -2.0483 0.7671
H -3.4873 0.4422 0.2543
H 5.8385 -0.0494 0.0982
H 2.6748 1.9470 1.1506
H -3.1026 -4.3336 -2.3179
H 3.3684 3.6206 -1.5983
H 2.5058 1.3331 -2.1848
H 2.3877 -6.0811 -0.2720
H 1.0938 3.3757 -1.3255


# 4
Computed, not measured: C31H31I2N5OSTi as an isolated structure, with ωB97M-V/def2-TZVPD.

Properties
E_LUMO (spin up / spin down): -1.05 / -1.47 eV
HOMO-LUMO gap (spin up / spin down): 5.14 / 4.51 eV
net charge: 0

CARTESIAN COORDINATES (ANGSTROEM)
I -0.6488 -3.2782 -1.8311
I -0.4179 -2.3235 -5.2220
Ti -0.8013 -1.1096 -0.2001
S 1.4593 -2.9584 3.3065
O 0.6945 -0.2222 -1.2924
N -1.6118 0.3047 1.1731
N -2.2046 -0.1878 -1.3866
N 1.9517 -0.4159 -3.1755
N 0.6536 1.4691 -2.7772
N 0.7717 -1.6172 1.2125
C -1.8219 -2.5187 0.9867
C -3.5140 0.9081 -2.8623
C 1.2822 0.9867 -5.0644
C -3.7034 1.5128 -1.6173
C 2.2896 -0.0133 -4.5380
C -1.4340 0.4510 2.6195
C -2.8184 -4.3410 2.9077
C -0.2228 2.2589 -1.9393
C 2.8151 -0.2425 0.8399
C 2.5497 -1.6714 -2.7573
C -2.5676 0.9992 0.6281
C -0.8268 1.7853 2.9714
C 2.0682 -1.2022 1.5238
C -0.8563 3.8484 4.2181
C 2.6040 -1.8425 2.6433
C -2.8823 0.8198 -0.7312
C -2.5989 -0.1270 -2.6763
C 1.0878 0.2565 -2.4040
C -1.0241 -3.0298 2.0155
C -1.4219 2.6186 3.9056
C 4.6190 -0.6074 2.4157
C 4.0827 0.0438 1.2985
C 0.3505 2.1988 2.3503
C -3.6375 -3.8470 1.8878
C 0.9151 3.4226 2.6586
C 1.0719 2.0701 -4.0351
C 3.8874 -1.5561 3.0997
C -3.1523 -2.9576 0.9473
C -1.5058 -3.9288 2.9746
C 0.3441 -2.5157 2.0728
C 0.3103 4.2537 3.5944
H -0.7842 -0.3648 2.9583
H 4.2949 -2.0589 3.9619
H 1.8305 3.7294 2.1705
H -0.8665 -4.3062 3.7639
H -1.3330 4.4909 4.9453
H 0.8267 1.5536 1.6199
H 2.3536 -1.8547 -1.7042
H 3.6254 -1.6048 -2.9274
H 5.6170 -0.3626 2.7464
H -3.9923 1.1610 -3.7917
H 1.9876 2.6556 -3.8756
H -3.8082 -2.6039 0.1548
H 0.2153 3.2499 -1.7985
H -0.3378 1.7863 -0.9630
H 3.3098 0.3862 -4.5440
H -3.2119 -5.0356 3.6345
H 0.3447 0.4613 -5.2504
H 0.2852 2.7646 -4.3387
H 2.2612 -0.9208 -5.1468
H -3.1635 1.6912 1.2293
H 2.1283 -2.4853 -3.3475
H -2.3357 2.3066 4.3931
H 0.7486 5.2120 3.8336
H -4.6687 -4.1707 1.8343
H -1.2074 2.3592 -2.4027
H -4.3468 2.3392 -1.3809
H -2.3970 0.3149 3.1290
H 4.6765 0.7845 0.7812
H 1.6279 1.4102 -6.0058
H 2.3986 0.2507 -0.0263
H -2.2151 -0.8327 -3.3939


> The lowest net charge belongs to which entry?

C31H31GeKN4O4Se


> Which value of net charge does entry 4 give?

0


> Look up the net charge of the second one.

+1


> Among the records above, which one has the lowest net charge?

C31H31GeKN4O4Se